Entry 1:
Molecular formula: C6H10O
Method: DFT, ωB97M-V with the def2-TZVPD basis set

## Properties
- charge = 0
- molecular weight (g mol⁻¹) = 98.145
- DFT total energy (Ha) = -309.68771
- ΔE to the lowest compared entry with this formula, charge and spin (kJ/mol) = 406.1
- HOMO level (hartree) = -0.3132
- Kohn-Sham gap (eV) = 8.455

Each line ends with the Mulliken charge.
Geometry (Å):
C -1.5192 -0.5155 -1.4038  -1.45
H 1.2931 -0.6477 -1.4470  0.29
C -0.5119 -0.1806 -0.3450  0.49
H 0.6952 2.0542 1.4617  0.47
H -1.6500 -1.5991 -1.4664  0.35
H 2.1249 -0.2739 1.3835  0.31
H -0.8931 -0.5990 0.6608  0.29
H 0.9594 -1.7767 -0.1133  0.32
C -0.4393 0.2989 1.9803  -0.90
C 1.6376 0.2338 0.5490  -0.63
O -0.3405 1.2164 -0.1763  -0.46
H -2.4808 -0.0506 -1.1688  0.35
C 0.9175 -0.7293 -0.4223  -0.55
C 0.4409 1.0809 1.0242  0.23
H -1.4353 0.7705 1.8239  0.29
H 2.3725 0.8541 0.0281  0.26
H -1.1711 -0.1364 -2.3686  0.35

=====

Entry 2:
Molecular formula: C6H10O
Method: DFT, ωB97M-V with the def2-TZVPD basis set

## Properties
- charge = 0
- molecular weight (g mol⁻¹) = 98.145
- DFT total energy (Ha) = -309.70494
- ΔE to the lowest compared entry with this formula, charge and spin (kJ/mol) = 360.8
- HOMO level (hartree) = -0.3481
- Kohn-Sham gap (eV) = 9.793

Each line ends with the Mulliken charge.
Geometry (Å):
H -2.3086 -1.1658 0.0818  0.37
C -1.2857 -0.8116 0.0303  -0.58
C -0.0357 1.1221 -0.2272  -0.72
H 1.4958 0.1940 0.8452  0.27
C -1.0946 0.5993 0.6697  0.33
C -0.3501 -1.5648 -0.5593  -0.31
H 2.0176 0.8738 -0.7227  0.33
O -0.6107 0.6774 1.9551  -0.63
H 1.8016 -1.7805 -0.4629  0.36
H -2.0468 1.1448 0.5298  0.30
C 1.2363 0.3106 -0.2094  -0.47
C 1.0438 -1.0800 -0.8423  -0.56
H -0.3898 1.4262 -1.2260  0.32
H 1.1924 -1.0390 -1.9326  0.30
H 0.3759 2.2884 0.8288  0.16
H 0.0413 1.7489 1.7162  0.17
H -0.6078 -2.5745 -0.8854  0.36

=====

Entry 3:
Molecular formula: C6H10O
Method: DFT, ωB97M-V with the def2-TZVPD basis set

## Properties
- charge = 0
- molecular weight (g mol⁻¹) = 98.145
- DFT total energy (Ha) = -309.74029
- ΔE to the lowest compared entry with this formula, charge and spin (kJ/mol) = 268.0
- HOMO level (hartree) = -0.2957
- Kohn-Sham gap (eV) = 8.955

Each line ends with the Mulliken charge.
Geometry (Å):
C -0.2051 1.6886 0.2353  -0.25
O 2.3909 -0.8033 0.0107  -0.52
H -0.2870 2.7726 0.2419  0.33
H -0.3681 0.3867 -1.4763  -0.05
C 1.1392 -0.2572 0.0573  0.25
H 0.4510 -0.0208 -1.4256  0.19
H 0.1386 -1.5548 1.4140  0.31
H 1.9368 1.6608 0.6038  0.37
C -1.3737 -0.5346 0.2048  -0.53
H 0.0927 -2.1034 -0.2613  0.37
C -1.2236 0.8981 -0.2978  -0.71
H -2.1437 1.3743 -0.6285  0.40
H 2.3131 -1.7488 -0.1668  0.33
C 1.0333 1.0831 0.4321  -0.41
C 0.0045 -1.2160 0.3790  -0.63
H -1.9014 -0.5178 1.1659  0.28
H -1.9978 -1.1074 -0.4883  0.28

=====

Entry 4:
Molecular formula: C6H10O
Method: DFT, ωB97M-V with the def2-TZVPD basis set

## Properties
- charge = 0
- molecular weight (g mol⁻¹) = 98.145
- DFT total energy (Ha) = -309.62378
- ΔE to the lowest compared entry with this formula, charge and spin (kJ/mol) = 573.9
- HOMO level (hartree) = -0.2747
- Kohn-Sham gap (eV) = 8.201

Each line ends with the Mulliken charge.
Geometry (Å):
H -2.4645 0.2157 0.0677  0.45
H -0.7909 1.2366 -1.9389  0.32
H 0.6902 2.4784 -0.0638  0.34
H 1.5303 -1.6654 -0.7424  0.34
C -0.6239 0.3442 -1.3240  -0.61
H 1.0781 -1.9783 0.9216  0.39
H -0.5044 -0.8391 1.6648  0.46
C -0.5450 -0.8228 0.5734  -0.79
H 0.9881 1.4313 1.3466  0.30
C 0.7233 0.4343 -0.5937  -0.21
O -0.9959 1.5046 0.6627  -0.47
H -0.8511 -1.7854 0.1618  0.46
C -1.3747 0.3181 -0.0051  -0.19
C 0.4337 1.5193 0.4053  -0.45
C 1.2828 -1.1684 0.1949  -1.03
H 2.1586 -0.6669 0.6047  0.37
H -0.7344 -0.5564 -1.9356  0.32

=====

Entry 5:
Molecular formula: C6H10O
Method: DFT, ωB97M-V with the def2-TZVPD basis set

## Properties
- charge = 0
- molecular weight (g mol⁻¹) = 98.145
- DFT total energy (Ha) = -309.68995
- ΔE to the lowest compared entry with this formula, charge and spin (kJ/mol) = 400.2
- HOMO level (hartree) = -0.3159
- Kohn-Sham gap (eV) = 9.599

Each line ends with the Mulliken charge.
Geometry (Å):
C -1.1900 -0.9710 -0.2850  -0.39
C -1.0887 0.5169 0.1414  -0.20
H 2.3286 0.7017 -2.7855  0.30
H 2.4846 -0.7162 -1.7151  0.21
H 0.9146 -1.6167 0.3646  0.21
C -0.0583 -1.3091 0.7586  -0.57
H -0.9898 -1.1908 -1.3382  0.25
H -2.5753 1.0696 1.6847  0.22
O -0.5252 1.0011 2.1332  -0.45
H -0.3740 -1.9961 1.5487  0.28
H -2.1339 -1.4406 0.0116  0.28
H 1.3461 0.6015 -1.2938  0.03
H 3.1069 0.8736 -1.1904  0.27
C -1.6396 1.4222 1.2451  -0.36
C -0.2253 0.1545 1.0949  0.48
H -1.6466 2.5063 1.1050  0.24
C 2.3142 0.3646 -1.7455  -0.78

=====

Entry 6:
Molecular formula: C6H10O
Method: DFT, ωB97M-V with the def2-TZVPD basis set

## Properties
- charge = 0
- molecular weight (g mol⁻¹) = 98.145
- DFT total energy (Ha) = -309.67433
- ΔE to the lowest compared entry with this formula, charge and spin (kJ/mol) = 441.2
- HOMO level (hartree) = -0.2535
- Kohn-Sham gap (eV) = 7.524

Each line ends with the Mulliken charge.
Geometry (Å):
H 2.1682 0.2709 -1.9426  0.33
C 1.4033 0.9221 -1.4999  -1.15
H 1.1786 1.7109 -2.2208  0.33
H -2.5454 -0.8178 1.1394  0.26
C 0.1323 -0.6740 0.0583  0.24
H -0.3978 -0.2441 -2.0133  0.33
H 0.4372 -2.3099 1.3080  0.36
C 0.6678 -1.8531 0.3493  -1.01
O -1.0370 1.2034 -0.3239  -0.53
C -1.7965 -0.2763 1.7032  -0.98
H -1.9809 -0.0625 2.7477  0.27
H -0.9511 2.1209 -0.0008  0.31
H 1.3100 -2.3828 -0.3447  0.30
H 1.8340 1.3737 -0.6039  0.33
C -0.6459 0.1698 1.0898  -0.05
H 0.0340 0.7382 1.7261  0.29
C 0.1894 0.1106 -1.1721  0.37

=====

Entry 7:
Molecular formula: C6H10O
Method: DFT, ωB97M-V with the def2-TZVPD basis set

## Properties
- charge = 0
- molecular weight (g mol⁻¹) = 98.145
- SMILES string = C=C(C)/C=C/CO
- DFT total energy (Ha) = -309.78796
- ΔE to the lowest compared entry with this formula, charge and spin (kJ/mol) = 142.9
- HOMO level (hartree) = -0.3186
- Kohn-Sham gap (eV) = 9.454

Each line ends with the Mulliken charge.
Geometry (Å):
H -0.8735 -3.0866 -0.0038  0.42
C 1.7894 1.7317 -0.2734  -0.60
H 1.9689 1.9923 -1.3163  0.27
C 1.0124 0.4482 -0.2234  -0.36
H 1.6066 -0.4397 -0.2456  0.25
C -1.0812 -0.8392 -0.0996  0.82
H -0.8136 1.1944 -0.9031  0.44
C -0.3635 -2.1324 0.1238  -1.42
H -2.8483 -1.4747 0.8317  0.30
C -2.3242 -0.6535 0.3637  -0.93
O 1.0873 2.8244 0.2943  -0.54
H 0.1727 -2.2037 1.0711  0.31
H -2.7807 0.3150 0.2124  0.29
H 0.4252 -2.2041 -0.6359  0.35
H 2.7601 1.6466 0.1993  0.29
H 0.5616 2.5215 1.0473  0.32
C -0.2992 0.3597 -0.4425  -0.23

=====

Entry 8:
Molecular formula: C6H10O
Method: DFT, ωB97M-V with the def2-TZVPD basis set

## Properties
- charge = 0
- molecular weight (g mol⁻¹) = 98.145
- DFT total energy (Ha) = -309.70514
- ΔE to the lowest compared entry with this formula, charge and spin (kJ/mol) = 360.3
- HOMO level (hartree) = -0.3004
- Kohn-Sham gap (eV) = 9.081

Each line ends with the Mulliken charge.
Geometry (Å):
H 0.1477 1.2328 1.9036  0.32
H -0.1285 -1.0553 -1.7033  0.32
H 1.5314 1.6053 0.1780  0.31
C 0.6532 1.0805 -0.1739  -0.71
C -1.7952 0.1674 -0.8809  -0.62
H 0.4671 1.2661 -1.2339  0.19
C -0.3136 0.8191 1.0193  -0.89
H 1.9957 -1.7247 0.2351  0.34
H -1.3954 0.7454 1.1460  0.32
O -1.5854 0.9771 -1.9019  -0.30
C -0.6564 -0.8518 -0.7576  -0.32
C 0.3484 -0.3040 0.2866  1.18
H -1.1446 -1.7684 -0.4097  0.36
C 1.3432 -1.2203 0.9562  -1.59
H 0.8361 -1.9843 1.5585  0.33
H 1.9786 -0.6376 1.6357  0.35
H -2.2824 1.6528 -1.8579  0.42